Molecular formula: C3H3O3
Method: DFT, ωB97M-V/def2-TZVPD

orbital gap: 0.329 Ha
net charge: +1
E_LUMO: -6.196 eV

Last column: Mulliken charge in e.
Geometry (Å):
C: -0.74 -1.39 0.16  0.402
C: 0.22 -0.99 -0.64  -0.167
C: 0.57 1.34 -0.09  0.453
O: -1.63 -1.84 0.77  -0.211
O: -0.19 1.41 1.11  -0.361
O: 0.69 0.30 -0.83  -0.167
H: 0.72 -1.74 -1.36  0.349
H: 0.95 2.36 -0.57  0.366
H: -0.59 0.54 1.46  0.335


Molecular formula: C24H31N5O2
Method: DFT, ωB97M-V/def2-TZVPD

orbital gap: 0.317 Ha
net charge: 0
E_LUMO: 0.749 eV

Last column: Mulliken charge in e.
Geometry (Å):
C: -4.06 -3.54 1.17  -1.532
C: -4.53 -2.63 0.08  0.407
C: -4.71 -1.28 0.34  -0.055
C: -5.17 -0.43 -0.66  0.667
C: -5.45 -0.93 -1.93  -0.812
C: -5.28 -2.28 -2.18  -0.457
C: -4.82 -3.13 -1.18  -0.669
H: -4.69 -4.18 -1.39  0.394
H: -5.50 -2.67 -3.16  0.380
H: -5.80 -0.26 -2.69  0.444
O: -5.36 0.93 -0.50  -0.562
C: -5.24 1.47 0.79  -0.644
H: -5.86 0.93 1.52  0.427
H: -5.61 2.50 0.71  0.349
C: -3.80 1.53 1.33  0.571
O: -3.57 1.56 2.52  -0.666
N: -2.89 1.57 0.33  -0.079
C: -1.49 1.63 0.39  1.002
C: -0.80 1.58 -0.81  -0.832
C: 0.59 1.66 -0.77  0.450
N: 1.51 1.64 -1.78  -0.856
C: 2.67 1.75 -1.21  0.199
N: 2.60 1.84 0.16  0.346
C: 1.26 1.78 0.47  0.787
C: 0.56 1.83 1.67  -1.626
C: -0.81 1.75 1.61  -0.380
H: -1.39 1.78 2.52  0.569
H: 1.07 1.93 2.62  0.366
C: 3.69 1.96 1.08  -1.037
H: 4.06 2.99 1.11  0.267
H: 3.35 1.67 2.07  0.282
H: 4.50 1.29 0.76  0.325
C: 3.96 1.76 -1.94  -1.027
H: 3.80 2.21 -2.92  0.510
H: 4.70 2.35 -1.39  0.272
C: 4.52 0.34 -2.16  -0.977
N: 4.71 -0.36 -0.89  0.549
C: 5.99 -1.02 -0.77  -0.847
C: 6.16 -1.58 0.64  -0.739
N: 5.10 -2.53 0.92  -0.142
C: 5.27 -3.16 2.21  -1.063
H: 4.48 -3.89 2.35  0.334
H: 5.23 -2.44 3.04  0.369
H: 6.23 -3.67 2.23  0.340
C: 3.81 -1.87 0.80  -0.695
C: 3.65 -1.31 -0.61  -0.970
H: 3.68 -2.15 -1.33  0.433
H: 2.69 -0.81 -0.70  0.457
H: 3.70 -1.06 1.53  0.235
H: 3.03 -2.61 0.98  0.466
H: 6.14 -0.74 1.36  0.295
H: 7.12 -2.09 0.72  0.476
H: 6.09 -1.86 -1.49  0.378
H: 6.79 -0.30 -0.97  0.435
H: 3.83 -0.22 -2.81  0.389
H: 5.48 0.42 -2.68  0.454
H: -1.31 1.48 -1.75  0.404
H: -3.26 1.52 -0.61  0.140
H: -4.47 -0.90 1.32  0.432
H: -4.91 -3.91 1.75  0.315
H: -3.53 -4.40 0.76  0.392
H: -3.39 -3.01 1.85  0.358


Molecular formula: C14H22N2O4S
Method: DFT, ωB97M-V/def2-TZVPD

orbital gap: 0.360 Ha
net charge: 0
E_LUMO: 0.668 eV

Last column: Mulliken charge in e.
Geometry (Å):
C: -5.16 2.72 1.48  -1.242
C: -5.07 1.79 0.28  -0.214
H: -5.88 1.05 0.29  0.320
H: -5.12 2.34 -0.66  0.311
O: -3.82 1.10 0.35  -0.267
C: -3.61 0.17 -0.59  0.409
O: -4.41 -0.08 -1.46  -0.685
C: -2.31 -0.47 -0.41  0.042
C: -1.37 -0.19 0.58  -0.427
C: -0.29 -1.05 0.36  -0.102
C: -0.60 -1.82 -0.74  -0.512
N: -1.81 -1.47 -1.20  0.055
C: -2.45 -2.09 -2.33  -0.935
H: -2.60 -3.15 -2.15  0.335
H: -3.41 -1.61 -2.50  0.304
H: -1.83 -1.97 -3.22  0.327
H: -0.01 -2.60 -1.20  0.593
S: 1.21 -1.14 1.28  1.398
O: 1.98 -2.23 0.75  -0.681
O: 0.93 -1.11 2.69  -0.742
N: 1.89 0.33 0.90  -0.253
H: 2.33 0.75 1.70  0.344
C: 2.68 0.38 -0.32  0.071
C: 4.11 -0.14 -0.10  -0.843
C: 5.04 0.40 -1.18  -0.784
C: 5.19 1.92 -1.05  -0.608
C: 3.93 2.57 -0.46  -0.748
C: 2.69 1.80 -0.90  -1.058
H: 1.78 2.32 -0.56  0.448
H: 2.66 1.75 -1.99  0.378
H: 3.86 3.61 -0.78  0.411
H: 3.98 2.57 0.63  0.289
H: 6.04 2.16 -0.41  0.304
H: 5.40 2.35 -2.03  0.293
H: 6.02 -0.08 -1.10  0.398
H: 4.63 0.14 -2.15  0.303
H: 4.46 0.19 0.88  0.340
H: 4.09 -1.23 -0.09  0.471
H: 2.16 -0.29 -1.00  0.332
H: -1.46 0.53 1.35  0.598
H: -4.34 3.43 1.46  0.311
H: -6.11 3.25 1.45  0.405
H: -5.10 2.15 2.40  0.310


Molecular formula: C16H34BNP2Pt
Method: DFT, ωB97M-V/def2-TZVPD

orbital gap (spin up / spin down): 0.256 / 0.240 Ha
net charge: 0
E_LUMO (spin up / spin down): 0.016 / -0.961 eV
expectation value of S²: 2.028
multiplicity: 3

Last column: Mulliken charge in e.
Geometry (Å):
P: -1.77 -1.51 -3.58  0.532
P: -2.55 -0.29 0.67  1.051
C: -3.64 0.12 -1.57  -1.281
C: -4.00 0.49 -0.15  -1.065
H: -4.42 -0.42 -2.08  0.393
H: -3.32 0.98 -2.13  0.517
H: -3.89 1.58 0.02  0.536
H: -4.87 -0.02 0.34  0.248
C: -2.87 -1.56 1.88  -1.640
H: -2.22 -1.38 2.74  0.466
H: -2.66 -2.55 1.46  0.347
H: -3.93 -1.47 2.16  0.487
C: -1.99 1.17 1.56  -0.915
H: -2.53 1.13 2.51  0.391
H: -2.28 2.06 1.00  0.366
H: -0.93 1.17 1.75  -0.173
C: -0.41 -2.62 -4.10  -1.138
H: 0.58 -2.16 -3.92  0.389
H: -0.62 -2.65 -5.18  0.485
H: -0.45 -3.62 -3.64  0.301
C: -1.77 0.17 -4.22  -0.963
H: -2.29 0.91 -3.59  0.244
H: -2.18 0.21 -5.23  0.397
H: -0.70 0.41 -4.21  0.356
Pt: -1.84 -1.42 -1.36  1.078
C: -5.23 -2.35 -1.37  0.089
C: -4.53 -3.11 -0.50  -0.779
C: -4.44 -4.62 -0.73  -1.032
C: -3.93 -4.82 -2.17  -1.070
C: -2.85 -3.77 -2.43  -1.155
C: -3.10 -2.83 -3.54  0.442
C: -4.50 -2.26 -3.87  -0.968
C: -5.55 -2.58 -2.82  -1.042
C: 0.45 -0.91 -1.64  -1.273
H: -5.97 -1.66 -0.92  0.544
H: -4.31 -2.82 0.54  0.546
H: -5.39 -5.19 -0.66  0.328
H: -3.74 -5.11 -0.04  0.354
H: -3.43 -5.79 -2.18  0.586
H: -4.79 -4.84 -2.86  0.242
H: -1.84 -4.24 -2.50  0.085
H: -2.78 -3.40 -4.44  0.767
H: -4.76 -2.87 -4.76  0.324
H: -4.52 -1.18 -4.18  0.425
H: -6.36 -1.89 -3.04  0.407
H: -6.00 -3.54 -3.11  0.567
H: 0.50 0.01 -1.03  0.292
H: 0.90 -0.64 -2.63  0.413
H: 1.14 -1.65 -1.18  0.376
B: 1.40 0.62 1.87  0.076
C: 0.60 -0.58 1.28  0.215
N: -0.07 -1.43 0.82  -0.772
H: 1.41 1.53 1.02  -0.150
H: 2.54 0.41 2.25  -0.145
H: 0.70 1.00 2.82  -0.102


Molecular formula: C3H5NO2
Method: DFT, ωB97M-V/def2-TZVPD

orbital gap: 0.383 Ha
net charge: 0
E_LUMO: 0.641 eV

Last column: Mulliken charge in e.
Geometry (Å):
C: -1.07 1.38 0.09  -0.767
N: 0.17 0.66 -0.15  -0.189
C: 0.13 -0.69 -0.11  0.661
O: -0.91 -1.33 0.01  -0.572
C: 1.33 -1.62 -0.07  -0.081
O: 2.04 -1.73 0.90  -0.431
H: -1.73 0.69 0.62  0.288
H: -0.89 2.26 0.73  0.310
H: -1.57 1.69 -0.83  0.264
H: 1.01 1.17 -0.36  0.219
H: 1.35 -2.34 -0.91  0.298


Molecular formula: C16H13N5O2S
Method: DFT, ωB97M-V/def2-TZVPD

orbital gap: 0.319 Ha
net charge: 0
E_LUMO: 0.256 eV

Last column: Mulliken charge in e.
Geometry (Å):
C: 3.85 -3.16 4.66  -0.819
H: 4.26 -3.51 5.61  0.232
O: 2.49 -3.52 4.67  -0.447
C: 1.73 -3.19 3.59  0.646
C: 2.18 -2.54 2.46  -0.559
C: 1.31 -2.24 1.42  -0.332
C: -0.03 -2.60 1.50  0.604
C: -0.48 -3.26 2.64  -0.720
C: 0.38 -3.55 3.67  -0.519
H: 0.03 -4.06 4.56  0.405
H: -1.53 -3.53 2.69  0.425
O: -0.98 -2.37 0.54  -0.444
C: -0.64 -1.67 -0.62  -0.471
C: -0.60 -0.18 -0.43  0.384
N: -0.93 0.64 -1.37  -1.183
N: -0.81 1.90 -0.95  0.885
C: -0.99 3.17 -1.43  0.379
N: -0.69 4.01 -0.47  -0.356
N: -0.32 3.36 0.63  -0.719
C: -0.39 2.09 0.35  0.150
S: -0.12 0.56 1.10  -0.054
C: -1.44 3.50 -2.77  0.896
N: -1.52 4.79 -3.07  -0.474
C: -1.93 5.13 -4.28  -0.108
C: -2.29 4.21 -5.25  -0.477
C: -2.20 2.86 -4.94  -0.423
C: -1.77 2.49 -3.68  -0.552
H: -1.69 1.45 -3.40  0.468
H: -2.47 2.11 -5.67  0.417
H: -2.62 4.54 -6.22  0.367
H: -1.98 6.19 -4.47  0.404
H: 0.31 -2.01 -1.04  0.287
H: -1.43 -1.89 -1.35  0.351
H: 1.71 -1.73 0.56  0.314
H: 3.21 -2.24 2.36  0.377
H: 3.98 -2.08 4.59  0.336
H: 4.39 -3.65 3.84  0.330


Molecular formula: C31H49IO15
Method: DFT, ωB97M-V/def2-TZVPD

orbital gap: 0.316 Ha
net charge: 0
E_LUMO: -1.232 eV

Last column: Mulliken charge in e.
Geometry (Å):
C: 4.28 -1.83 1.28  -0.996
C: 3.59 -1.23 0.10  0.848
O: 3.30 -1.85 -0.91  -0.632
O: 3.31 0.09 0.23  -0.303
C: 1.97 0.47 -0.19  -0.310
C: 1.32 1.33 0.88  -0.904
C: 0.41 0.61 1.90  0.857
C: -0.86 1.41 2.27  -0.793
C: -2.17 0.62 2.31  -1.196
C: -2.59 -0.11 1.02  0.023
C: -2.28 -1.63 0.98  -0.807
C: -1.23 -1.98 -0.08  0.188
O: -0.57 -3.25 0.16  -0.385
C: 0.17 -3.31 1.29  0.887
O: 1.19 -2.70 1.50  -0.436
O: -0.41 -4.20 2.11  -0.648
I: 0.81 -5.20 3.33  0.238
H: 3.81 -1.55 2.22  0.243
H: 4.29 -2.91 1.13  0.389
H: 5.32 -1.48 1.30  0.203
H: 2.07 1.05 -1.11  0.225
H: 1.43 -0.45 -0.41  0.163
H: 0.76 2.12 0.38  0.611
H: 2.12 1.82 1.43  0.135
H: 0.15 -0.38 1.55  -0.858
H: 0.99 0.46 2.81  0.481
H: -0.99 2.25 1.59  0.418
H: -0.71 1.84 3.27  0.245
H: -2.16 -0.10 3.15  0.403
H: -2.95 1.34 2.55  0.404
H: -3.68 -0.01 0.92  0.471
H: -2.16 0.38 0.15  -0.082
H: -1.98 -1.99 1.96  0.436
H: -3.18 -2.18 0.71  0.414
H: -1.70 -2.10 -1.05  0.391
H: -0.48 -1.20 -0.17  -0.386
O: -2.43 2.70 -0.69  -0.587
C: -2.81 2.58 -1.82  0.565
O: -3.68 1.63 -2.19  -0.341
C: -3.90 1.66 -3.62  -0.082
C: -3.53 3.08 -4.03  -0.504
C: -2.43 3.42 -3.02  -0.526
H: -3.26 0.91 -4.09  0.046
H: -4.94 1.41 -3.81  0.214
H: -3.22 3.15 -5.07  0.348
H: -4.38 3.74 -3.88  0.283
H: -1.44 3.09 -3.36  0.234
H: -2.38 4.47 -2.75  0.348
O: -6.20 -0.36 -5.42  -0.608
C: -5.77 -1.32 -4.85  0.466
O: -5.13 -1.20 -3.66  -0.303
C: -4.62 -2.48 -3.24  0.294
C: -5.48 -3.51 -3.97  -0.592
C: -5.81 -2.77 -5.26  -0.314
H: -3.57 -2.55 -3.54  -0.208
H: -4.69 -2.54 -2.15  0.209
H: -4.97 -4.46 -4.11  0.340
H: -6.39 -3.70 -3.40  0.317
H: -5.04 -2.92 -6.03  0.102
H: -6.78 -3.02 -5.69  0.356
O: 4.00 1.41 4.73  -0.609
C: 5.06 1.40 4.18  0.558
O: 6.20 1.09 4.83  -0.405
C: 7.34 1.24 3.96  -0.506
C: 6.77 1.15 2.55  -0.346
C: 5.36 1.73 2.73  0.404
H: 7.80 2.20 4.16  0.241
H: 8.05 0.45 4.20  0.373
H: 7.38 1.67 1.81  0.407
H: 6.69 0.11 2.24  -0.010
H: 5.35 2.82 2.60  0.347
H: 4.64 1.25 2.07  -0.398
O: -2.66 -3.01 -7.03  -0.569
C: -1.65 -3.20 -6.41  0.474
O: -1.61 -3.02 -5.07  -0.242
C: -0.27 -3.22 -4.57  -0.375
C: 0.42 -4.08 -5.63  -0.537
C: -0.29 -3.63 -6.91  -0.541
H: 0.21 -2.25 -4.46  0.212
H: -0.33 -3.70 -3.60  0.296
H: 1.50 -3.96 -5.64  0.349
H: 0.20 -5.14 -5.44  0.291
H: 0.19 -2.76 -7.36  0.269
H: -0.39 -4.40 -7.66  0.323
O: -0.41 5.37 5.75  -0.592
C: 0.64 4.86 6.03  0.486
O: 1.75 5.03 5.28  -0.395
C: 2.83 4.23 5.79  -0.036
C: 2.49 3.98 7.25  -0.536
C: 0.96 3.96 7.21  -0.423
H: 2.88 3.30 5.22  -0.010
H: 3.76 4.79 5.65  0.327
H: 2.95 3.08 7.64  0.346
H: 2.83 4.82 7.86  0.277
H: 0.57 2.96 6.98  0.238
H: 0.48 4.33 8.11  0.320


Molecular formula: C16H21NO3
Method: DFT, ωB97M-V/def2-TZVPD

orbital gap: 0.337 Ha
net charge: 0
E_LUMO: 0.694 eV

Last column: Mulliken charge in e.
Geometry (Å):
C: 6.83 1.04 -0.47  -1.287
C: 5.89 -0.16 -0.61  -0.357
C: 4.65 -0.01 0.27  -0.343
C: 3.72 -1.21 0.14  -0.839
O: 2.58 -1.11 0.98  -0.437
C: 1.55 -0.30 0.62  0.665
C: 1.44 0.41 -0.57  -0.016
C: 0.32 1.18 -0.81  -0.868
C: -0.71 1.27 0.11  0.256
C: -0.59 0.58 1.31  -0.046
C: 0.52 -0.20 1.56  -0.851
H: 0.62 -0.74 2.48  0.456
H: -1.36 0.66 2.05  0.463
C: -1.93 2.11 -0.18  -1.703
H: -2.17 2.70 0.71  0.479
H: -1.73 2.79 -1.00  0.397
C: -3.20 1.30 -0.54  0.725
C: -3.59 0.41 0.63  -0.146
O: -4.10 0.83 1.64  -0.627
N: -3.32 -0.93 0.50  0.048
C: -2.72 -1.61 -0.54  0.384
O: -2.56 -2.80 -0.47  -0.637
C: -2.29 -0.77 -1.71  -0.049
C: -3.11 0.51 -1.84  -1.060
H: -4.13 0.24 -2.16  0.370
H: -2.68 1.14 -2.62  0.338
H: -1.23 -0.53 -1.55  -0.134
H: -2.36 -1.37 -2.61  0.423
H: -3.59 -1.50 1.29  0.242
H: -4.01 2.04 -0.63  0.418
H: 0.26 1.72 -1.75  0.310
H: 2.22 0.37 -1.32  0.414
H: 4.23 -2.11 0.49  0.383
H: 3.43 -1.37 -0.90  0.340
H: 4.95 0.09 1.32  0.292
H: 4.12 0.90 -0.01  0.357
H: 6.42 -1.07 -0.33  0.294
H: 5.58 -0.26 -1.65  0.319
H: 6.32 1.95 -0.77  0.326
H: 7.70 0.91 -1.11  0.382
H: 7.16 1.14 0.55  0.320


Molecular formula: H19O10
Method: DFT, ωB97M-V/def2-TZVPD

orbital gap: 0.332 Ha
net charge: -1
E_LUMO: 2.950 eV

Last column: Mulliken charge in e.
Geometry (Å):
O: -0.79 -3.26 -1.28  -0.673
H: -0.40 -2.73 -0.57  0.368
H: -1.13 -2.69 -1.98  0.384
O: -2.65 2.82 1.38  -0.658
H: -1.71 2.87 1.66  0.427
H: -2.54 1.87 1.20  0.346
O: 1.66 -1.14 -2.54  -0.636
H: 1.80 -2.08 -2.75  0.327
H: 2.03 -1.12 -1.64  0.303
O: -0.33 -1.31 0.62  -0.782
H: 0.24 -0.64 1.19  0.310
H: -0.83 -1.71 1.35  0.326
O: 1.25 0.34 1.69  -0.865
H: 1.05 1.51 0.42  0.373
H: 2.01 -0.08 2.12  0.039
O: -0.54 2.01 3.14  -0.713
H: -0.92 1.44 2.45  0.195
H: 0.37 2.00 2.80  0.383
O: -2.74 -0.08 0.93  -0.745
H: -1.83 -0.34 0.64  0.499
H: -3.31 0.07 0.17  0.314
O: 1.08 1.72 -0.55  -0.726
H: 1.03 0.89 -1.02  0.286
H: 3.13 1.40 -0.16  0.362
O: 3.87 0.75 -0.22  -0.665
H: 3.62 0.36 0.63  0.303
O: -1.49 -1.18 -3.11  -0.683
H: -1.40 -0.41 -3.68  0.303
H: -0.55 -1.27 -2.91  0.295


Molecular formula: C2H3ClSi
Method: DFT, ωB97M-V/def2-TZVPD

orbital gap: 0.265 Ha
net charge: 0
E_LUMO: -2.085 eV

Last column: Mulliken charge in e.
Geometry (Å):
C: 0.29 0.95 -0.25  -0.612
C: 1.16 1.64 0.12  0.365
Si: -1.00 -0.95 -0.35  0.472
Cl: 2.56 2.13 0.86  -0.163
H: 0.25 -1.32 -1.14  0.012
H: -1.96 -0.12 0.51  0.013
H: -1.30 -2.35 0.24  -0.087


Molecular formula: C4H2ClFN2
Method: DFT, ωB97M-V/def2-TZVPD

orbital gap: 0.457 Ha
net charge: 0
E_LUMO: 0.276 eV

Last column: Mulliken charge in e.
Geometry (Å):
C: 0.53 -0.75 -0.08  -0.017
C: -0.63 0.17 -0.50  0.431
C: -1.87 -0.58 -0.31  0.081
C: -0.64 1.54 0.07  0.041
H: 0.56 -1.65 -0.66  0.329
H: -0.49 0.35 -1.55  0.242
N: -2.90 -1.11 -0.21  -0.381
N: -0.63 2.63 0.47  -0.359
F: 0.44 -1.15 1.24  -0.230
Cl: 2.14 -0.08 -0.34  -0.138


Molecular formula: C5H14O3
Method: DFT, ωB97M-V/def2-TZVPD

orbital gap: 0.384 Ha
net charge: 0
E_LUMO: 0.650 eV

Last column: Mulliken charge in e.
Geometry (Å):
C: -0.16 1.43 0.81  -0.561
O: -1.39 0.91 1.27  -0.604
C: 0.94 0.39 0.67  -0.546
C: 0.56 -0.90 -0.08  -0.700
C: -0.49 -0.79 -1.14  0.004
C: -0.42 -1.57 -2.21  -0.904
H: -0.36 1.91 -0.15  0.267
H: 0.15 2.28 1.42  0.373
H: -1.44 -0.06 1.36  0.340
H: 1.12 0.06 1.71  0.268
H: 1.82 0.82 0.20  0.403
H: 1.44 -1.41 -0.50  0.372
H: 0.32 -1.65 0.67  0.349
H: -1.30 -0.09 -0.98  0.418
H: -1.06 -1.45 -3.08  0.308
H: 0.36 -2.32 -2.40  0.248
H: -0.88 -0.29 3.09  0.333
H: -0.26 -1.47 4.00  0.289
O: -0.70 -1.22 3.20  -0.617
H: 0.19 1.38 -3.11  0.346
H: 0.88 1.88 -1.93  0.298
O: 0.69 2.16 -2.84  -0.685


Respective max |F| values: 4.57, 0.79, 0.94, 4.73, 0.69, 1.66, 1.73, 0.74, 1.66, 6.60, 2.73, 1.60 eV Å⁻¹.